Entry from OMol25: a single C5H10O2 molecule (ωB97M-V/def2-TZVPD).

Summary:
* strongest force on any atom: 0.43 eV Å⁻¹
* ΔE to the lowest compared entry with this formula, charge and spin: 5.967 eV
* E_LUMO: 0.13 eV

Structure (ORCA input):
```
! RIJCOSX wB97M-V def2-TZVPD def2/J DEFGRID3
* xyz 0 1
O -1.23 -2.04 0.34
C -1.93 -0.93 -0.18
C -1.10 0.31 0.14
C 0.17 0.08 -0.61
C 1.88 1.64 -0.24
O 2.44 0.36 -0.16
C 1.33 -0.42 0.24
H -1.69 -2.84 0.07
H -2.92 -0.83 0.27
H -2.04 -1.01 -1.27
H -1.02 0.41 1.24
H -1.65 1.17 -0.26
H 0.93 1.51 -0.85
H 1.65 2.06 0.76
H 2.50 2.32 -0.82
H 1.48 -1.47 0.00
H 1.20 -0.32 1.34
*
```

The computed Löwdin charges, all in e, follow: atom 1 (O): -0.062, atom 2 (C): -0.278, atom 3 (C): -0.234, atom 4 (C): 0.029, atom 5 (C): -0.121, atom 6 (O): -0.158, atom 7 (C): -0.278, atom 8 (H): 0.095, atom 9 (H): 0.118, atom 10 (H): 0.119, atom 11 (H): 0.115, atom 12 (H): 0.124, atom 13 (H): 0.068, atom 14 (H): 0.108, atom 15 (H): 0.103, atom 16 (H): 0.128, atom 17 (H): 0.123

Entry from OMol25: 2 unconnected molecules or ions with the total composition C7H15NSi at a distorted geometry (ωB97M-V/def2-TZVPD).

Summary:
* strongest force on any atom: 5.29 eV Å⁻¹
* ΔE to the lowest compared entry with this formula, charge and spin: 2.305 eV
* E_LUMO (spin up / spin down): 0.79 / -2.33 eV

Structure (ORCA input):
```
! RIJCOSX wB97M-V def2-TZVPD def2/J DEFGRID3
* xyz 0 3
C -0.53 1.52 -1.25
C 0.91 -2.03 -1.38
C 1.49 2.23 0.99
C -2.96 0.35 0.91
C 0.89 -0.49 -1.55
C 0.62 1.04 1.01
C -0.19 0.23 -0.75
N -0.74 2.61 -1.54
Si -1.59 -0.77 -0.04
H -0.14 -2.36 -1.58
H 1.14 -2.25 -0.30
H 1.64 -2.33 -2.13
H 2.43 2.00 0.64
H 1.16 2.95 0.34
H 1.66 2.55 2.12
H -2.82 1.40 0.93
H -3.83 0.24 0.42
H -3.12 0.11 1.90
H 0.65 -0.36 -2.53
H 1.90 -0.09 -1.33
H 1.26 0.13 1.22
H -0.37 1.11 1.55
H -2.31 -1.20 -1.25
H -1.05 -1.97 0.56
*
```

The computed Löwdin charges, all in e, follow: atom 1 (C): -0.288, atom 2 (C): -0.124, atom 3 (C): -0.153, atom 4 (C): -0.178, atom 5 (C): -0.262, atom 6 (C): -0.155, atom 7 (C): -0.433, atom 8 (N): 0.185, atom 9 (Si): 0.714, atom 10 (H): 0.050, atom 11 (H): 0.078, atom 12 (H): 0.076, atom 13 (H): 0.037, atom 14 (H): 0.022, atom 15 (H): 0.125, atom 16 (H): 0.017, atom 17 (H): -0.033, atom 18 (H): -0.014, atom 19 (H): 0.077, atom 20 (H): 0.130, atom 21 (H): 0.098, atom 22 (H): 0.078, atom 23 (H): -0.017, atom 24 (H): -0.034

Entry from OMol25: a molecular structure, C3H14O4 at a distorted geometry (ωB97M-V/def2-TZVPD).

Summary:
* strongest force on any atom: 1.28 eV Å⁻¹
* ΔE to the lowest compared entry with this formula, charge and spin: 10.708 eV
* E_LUMO: -5.40 eV

Structure (ORCA input):
```
! RIJCOSX wB97M-V def2-TZVPD def2/J DEFGRID3
* xyz 0 1
C 0.36 1.76 1.52
C -0.04 0.41 1.18
C 0.44 -0.71 1.83
H -0.42 2.51 1.72
H 1.04 1.79 2.37
H 0.83 2.17 0.60
H -0.52 0.32 0.22
H 0.03 -1.68 1.56
H 1.17 -0.59 2.63
H -0.76 -3.73 0.25
H 0.02 -2.06 -0.25
O -0.75 -2.77 0.45
H 0.53 1.61 -1.64
H -1.43 1.96 -1.82
O -0.88 1.95 -1.02
H -1.83 -0.51 -2.05
H 1.57 -1.91 -0.90
O 0.79 -1.38 -0.71
H -2.51 -0.40 -2.33
H 1.06 0.19 -1.63
O 1.28 1.06 -1.99
*
```

The computed Löwdin charges, all in e, follow: atom 1 (C): -0.053, atom 2 (C): -0.094, atom 3 (C): 0.201, atom 4 (H): 0.121, atom 5 (H): 0.085, atom 6 (H): 0.106, atom 7 (H): 0.077, atom 8 (H): 0.024, atom 9 (H): 0.101, atom 10 (H): 0.011, atom 11 (H): -0.050, atom 12 (O): -0.251, atom 13 (H): -0.036, atom 14 (H): -0.009, atom 15 (O): -0.210, atom 16 (H): 0.026, atom 17 (H): 0.069, atom 18 (O): -0.084, atom 19 (H): 0.042, atom 20 (H): -0.024, atom 21 (O): -0.050

Entry from OMol25: a molecular structure, C9H14B2ClF4MoN4O4S4Sb at a distorted geometry (ωB97M-V/def2-TZVPD).

Summary:
* strongest force on any atom: 2.32 eV Å⁻¹
* E_LUMO (spin up / spin down): -1.79 / -3.19 eV

Structure (ORCA input):
```
! RIJCOSX wB97M-V def2-TZVPD def2/J DEFGRID3
* xyz 0 3
Mo 0.30 0.76 0.03
C -2.76 1.22 -3.01
C -1.58 0.82 -2.19
N -1.56 0.82 -0.89
O -2.66 1.25 -0.27
B -2.94 0.60 1.09
F -4.09 1.16 1.55
F -3.01 -0.78 0.88
O -1.84 0.91 2.06
N -0.70 0.23 1.70
C -0.49 -0.91 2.31
C -1.27 -1.38 3.48
C 0.53 -1.68 1.67
N 0.88 -1.15 0.53
O 1.88 -1.76 -0.15
B 1.66 -1.89 -1.63
F 2.70 -2.60 -2.14
F 0.41 -2.43 -1.89
O 1.73 -0.49 -2.26
N 0.61 0.20 -1.90
C -0.34 0.35 -2.77
C -0.19 -0.01 -4.20
C 1.13 -2.93 2.23
H -3.63 1.32 -2.37
H -2.96 0.47 -3.78
H -2.56 2.17 -3.51
H -2.25 -0.90 3.47
H -0.76 -1.11 4.41
H -1.39 -2.46 3.46
H 0.81 -0.40 -4.37
H -0.35 0.87 -4.83
H -0.92 -0.76 -4.49
H 1.16 -2.88 3.31
H 2.13 -3.06 1.84
H 0.53 -3.79 1.94
S 5.71 0.67 0.31
Sb 4.48 0.91 2.61
S 2.63 1.28 0.60
S 3.99 0.39 -0.67
S 4.24 -1.21 3.25
Cl 0.32 3.15 -0.87
C -0.18 2.74 0.76
H -1.21 3.05 0.93
H 0.48 3.22 1.48
*
```

The computed Löwdin charges, all in e, follow: atom 1 (Mo): 1.221, atom 2 (C): 0.018, atom 3 (C): -0.253, atom 4 (N): -0.106, atom 5 (O): 0.048, atom 6 (B): -1.085, atom 7 (F): 0.195, atom 8 (F): 0.157, atom 9 (O): 0.015, atom 10 (N): -0.133, atom 11 (C): -0.226, atom 12 (C): 0.021, atom 13 (C): -0.242, atom 14 (N): -0.130, atom 15 (O): -0.010, atom 16 (B): -1.124, atom 17 (F): 0.196, atom 18 (F): 0.168, atom 19 (O): -0.054, atom 20 (N): -0.152, atom 21 (C): -0.238, atom 22 (C): 0.026, atom 23 (C): -0.009, atom 24 (H): 0.089, atom 25 (H): 0.090, atom 26 (H): 0.100, atom 27 (H): 0.089, atom 28 (H): 0.103, atom 29 (H): 0.095, atom 30 (H): 0.092, atom 31 (H): 0.101, atom 32 (H): 0.105, atom 33 (H): 0.083, atom 34 (H): 0.064, atom 35 (H): 0.104, atom 36 (S): 0.010, atom 37 (Sb): 0.507, atom 38 (S): 0.059, atom 39 (S): 0.151, atom 40 (S): -0.166, atom 41 (Cl): 0.620, atom 42 (C): -0.639, atom 43 (H): 0.027, atom 44 (H): 0.013

Entry from OMol25: 2 unconnected molecules or ions with the total composition C2H6N2O at a distorted geometry (ωB97M-V/def2-TZVPD).

Summary:
* strongest force on any atom: 1.59 eV Å⁻¹
* ΔE to the lowest compared entry with this formula, charge and spin: 2.020 eV
* E_LUMO: 0.96 eV

Structure (ORCA input):
```
! RIJCOSX wB97M-V def2-TZVPD def2/J DEFGRID3
* xyz 0 1
H 0.25 -1.00 1.95
N -0.21 -0.57 1.16
C -0.51 0.66 1.30
N -0.71 1.46 0.21
H -0.83 1.08 2.24
H -1.36 2.21 0.38
H -0.72 1.00 -0.68
C 1.03 -1.22 -1.63
O 0.19 -1.16 -2.49
H 1.76 -0.40 -1.51
H 1.11 -2.06 -0.93
*
```

The computed Löwdin charges, all in e, follow: atom 1 (H): 0.037, atom 2 (N): 0.056, atom 3 (C): -0.385, atom 4 (N): 0.080, atom 5 (H): 0.112, atom 6 (H): 0.085, atom 7 (H): 0.083, atom 8 (C): -0.184, atom 9 (O): -0.029, atom 10 (H): 0.076, atom 11 (H): 0.069

Entry from OMol25: a molecular structure, C12H10 at a distorted geometry (ωB97M-V/def2-TZVPD).

Summary:
* strongest force on any atom: 6.00 eV Å⁻¹
* ΔE to the lowest compared entry with this formula, charge and spin: 2.239 eV
* E_LUMO: 0.56 eV

Structure (ORCA input):
```
! RIJCOSX wB97M-V def2-TZVPD def2/J DEFGRID3
* xyz 0 1
C -3.53 0.01 -0.04
C -2.82 1.19 -0.04
C -1.47 1.12 -0.04
C -0.74 0.01 -0.02
C -1.49 -1.23 0.01
C -2.88 -1.22 0.00
C 0.71 0.04 -0.09
C 1.47 1.14 0.03
C 2.93 1.19 0.00
C 3.60 -0.03 0.03
C 2.81 -1.22 -0.07
C 1.44 -1.21 -0.08
H -4.72 0.01 0.15
H -3.54 2.35 -0.21
H -0.98 2.19 0.02
H -1.03 -2.17 0.20
H -3.27 -2.12 0.24
H 0.99 2.00 0.03
H 3.40 2.24 0.12
H 4.65 0.01 0.00
H 3.44 -2.19 0.06
H 1.06 -2.09 -0.29
*
```

The computed Löwdin charges, all in e, follow: atom 1 (C): -0.132, atom 2 (C): -0.130, atom 3 (C): -0.111, atom 4 (C): -0.178, atom 5 (C): 0.007, atom 6 (C): -0.085, atom 7 (C): -0.162, atom 8 (C): -0.038, atom 9 (C): -0.044, atom 10 (C): -0.097, atom 11 (C): -0.083, atom 12 (C): -0.029, atom 13 (H): 0.146, atom 14 (H): 0.202, atom 15 (H): 0.147, atom 16 (H): 0.093, atom 17 (H): 0.066, atom 18 (H): 0.038, atom 19 (H): 0.128, atom 20 (H): 0.079, atom 21 (H): 0.135, atom 22 (H): 0.048

Entry from OMol25: a single C4H5N3O molecule at a distorted geometry (ωB97M-V/def2-TZVPD).

Summary:
* strongest force on any atom: 4.54 eV Å⁻¹
* ΔE to the lowest compared entry with this formula, charge and spin: 6.653 eV
* E_LUMO: 0.53 eV

Structure (ORCA input):
```
! RIJCOSX wB97M-V def2-TZVPD def2/J DEFGRID3
* xyz 0 1
C -3.04 -0.57 0.66
N -1.74 -0.86 0.09
C -0.71 -0.26 -0.05
C 0.49 0.05 -0.51
N 1.92 -0.10 -0.20
N 2.81 1.19 0.11
C 3.31 0.21 -0.67
O 4.22 -0.21 -1.32
H -3.72 -1.07 -0.07
H -3.24 0.57 0.58
H -3.34 -1.10 1.59
H 0.28 0.80 -1.32
H 2.77 1.34 1.13
*
```

The computed Löwdin charges, all in e, follow: atom 1 (C): -0.106, atom 2 (N): 0.029, atom 3 (C): -0.132, atom 4 (C): -0.118, atom 5 (N): 0.028, atom 6 (N): 0.138, atom 7 (C): -0.492, atom 8 (O): 0.141, atom 9 (H): 0.074, atom 10 (H): 0.110, atom 11 (H): 0.083, atom 12 (H): 0.116, atom 13 (H): 0.128

Entry from OMol25: 2 unconnected molecules or ions with the total composition CH4Br2N3O at a distorted geometry (ωB97M-V/def2-TZVPD).

Summary:
* strongest force on any atom: 6.57 eV Å⁻¹
* ΔE to the lowest compared entry with this formula, charge and spin: 1.780 eV
* E_LUMO (spin up / spin down): -6.38 / -6.34 eV

Structure (ORCA input):
```
! RIJCOSX wB97M-V def2-TZVPD def2/J DEFGRID3
* xyz 1 1
C -2.30 0.88 -0.06
N -2.86 1.58 -0.86
N 1.36 0.11 -0.42
N 0.60 -0.96 0.23
O -1.58 0.28 0.66
Br 4.67 -0.85 -0.03
Br 2.70 0.69 0.43
H -3.63 2.08 -0.97
H -0.38 -0.54 0.33
H 0.42 -1.72 -0.46
H 1.00 -1.55 1.14
*
```

The computed Löwdin charges, all in e, follow: atom 1 (C): -0.288, atom 2 (N): 0.293, atom 3 (N): -0.550, atom 4 (N): -0.004, atom 5 (O): 0.111, atom 6 (Br): 0.101, atom 7 (Br): 0.825, atom 8 (H): 0.054, atom 9 (H): 0.059, atom 10 (H): 0.160, atom 11 (H): 0.240